{"formula": "C3H4N3", "method": "wB97M-V/def2-TZVPD", "elements": ["C", "C", "C", "N", "N", "N", "H", "H", "H", "H"], "coordinates": [[2.778, -1.382, -0.356], [1.032, 0.208, -0.546], [-0.232, -0.084, 0.131], [3.805, -2.228, -0.239], [3.595, -1.457, 0.733], [1.958, -0.616, -0.761], [1.076, 1.249, -1.112], [-0.796, 0.831, 0.511], [-0.112, -0.940, 0.834], [-0.873, -0.528, -0.679]], "mulliken_charge": [0.473, 0.203, -0.894, -0.094, -0.032, 0.050, 0.325, 0.319, 0.331, 0.318], "de_lowest_kj_mol": 219.8, "smiles": "CC=[N+]=c1nn1", "homo_lumo_gap_ev": 10.327, "total_energy_ev": -7634.0280, "e_homo_ev": -16.3, "charge": 1, "e_lumo_ha": -0.219}